<a>
Formula: C5H11N4O
Source: OMol25
Level of theory: ωB97M-V/def2-TZVPD

The geometry in XYZ format:
```
21
Properties=species:S:1:pos:R:3:lowdin_charge:R:1
C 1.53 1.80 -0.78 -0.06
N 0.67 1.05 0.14 0.06
N 0.48 -0.49 0.11 -0.22
C 1.80 -1.22 0.31 0.04
C -0.68 -0.90 1.04 -0.05
C -1.88 -0.78 0.16 -0.22
C -2.56 0.57 -0.15 -0.20
O -2.26 1.61 0.34 0.11
N -1.25 -1.04 -1.16 0.13
N -0.03 -0.90 -1.15 0.11
H 1.51 2.84 -0.40 0.11
H 2.48 1.44 -0.81 0.04
H 1.23 2.06 -1.83 0.11
H -0.22 1.45 0.27 0.06
H 2.52 -0.93 -0.39 0.08
H 2.18 -1.16 1.35 0.13
H 1.66 -2.28 0.06 0.12
H -0.67 -0.24 1.93 0.15
H -0.50 -1.88 1.58 0.16
H -2.78 -1.52 0.39 0.21
H -3.22 0.52 -1.00 0.14
```

SMILES string: CN[N@@+]1(C)C[C@@H](C=O)N=N1
E_HOMO: -14.24 eV
total charge: +1
HOMO-LUMO gap: 9.5710 eV
spin multiplicity: 1

<b>
Formula: C5H11N4O
Source: OMol25
Level of theory: ωB97M-V/def2-TZVPD

The geometry in XYZ format:
```
21
Properties=species:S:1:pos:R:3:lowdin_charge:R:1
C 1.71 -0.20 -1.45 -0.01
N 1.09 -0.24 -0.08 -0.21
C 2.15 -0.64 0.83 -0.06
C 0.35 0.90 0.34 -0.24
O -0.45 1.55 -0.58 0.06
C -1.18 0.96 0.45 -0.13
N -1.98 -0.18 0.02 -0.09
C -3.38 -0.22 -0.25 0.03
N -1.42 -1.30 -0.15 0.02
N -0.43 -1.81 -0.25 0.36
H 1.11 0.50 -1.95 0.07
H 2.87 0.00 -1.45 0.15
H 1.61 -1.08 -2.05 0.08
H 2.85 0.11 1.21 0.11
H 1.65 -1.05 1.79 0.13
H 2.67 -1.31 0.23 0.06
H 0.71 1.62 1.13 0.18
H -1.46 1.67 1.28 0.19
H -3.77 -1.16 -0.06 0.09
H -3.84 0.29 0.61 0.12
H -3.51 0.24 -1.20 0.10
```

SMILES string: CN(C)[C@H]1O[C@H]1N(C)[N+]#N
E_HOMO (alpha / beta): -13.69 / -13.69 eV
total charge: +1
HOMO-LUMO gap (alpha / beta): 8.7668 / 8.7663 eV
spin multiplicity: 1

It is <a> that is the most stable of them.

<a>
Formula: C43H47N3OsP2S2
Source: OMol25
Level of theory: ωB97M-V/def2-TZVPD

The geometry in XYZ format:
```
98
Properties=species:S:1:pos:R:3:lowdin_spin:R:1
Os -0.36 0.97 0.32 2.12
S -2.01 0.04 2.28 0.05
P -0.22 -0.83 2.42 0.07
C 0.41 -0.87 0.78 0.35
P 1.12 -2.28 -0.03 0.06
S 0.39 -2.54 -1.83 0.03
C 2.94 -2.11 -0.10 0.02
C 3.59 -2.15 -1.33 0.01
C 4.96 -2.04 -1.39 0.00
C 5.70 -1.91 -0.23 0.00
C 5.06 -1.87 1.00 0.00
C 3.68 -1.97 1.06 0.01
C 0.85 -3.81 0.93 0.00
C 1.87 -4.68 1.28 0.00
C 1.57 -5.88 1.91 0.00
C 0.25 -6.21 2.17 0.00
C -0.77 -5.36 1.79 0.00
C -0.47 -4.16 1.17 0.00
C 0.76 0.30 3.47 0.03
C 0.13 0.80 4.60 0.01
C 0.80 1.68 5.43 0.00
C 2.10 2.06 5.12 0.00
C 2.71 1.58 3.98 0.00
C 2.05 0.69 3.15 0.02
C -0.29 -2.29 3.50 0.00
C 0.90 -2.81 4.01 0.00
C 0.85 -3.91 4.84 0.00
C -0.37 -4.48 5.17 0.00
C -1.55 -3.96 4.67 0.00
C -1.51 -2.86 3.83 0.00
H 2.99 -2.26 -2.23 0.00
H 5.46 -2.08 -2.35 0.00
H 6.78 -1.84 -0.28 0.00
H 5.64 -1.77 1.91 0.00
H 3.18 -1.95 2.02 0.00
H 2.90 -4.43 1.06 0.00
H 2.36 -6.55 2.19 0.00
H 0.02 -7.15 2.65 0.00
H -1.80 -5.62 1.98 0.00
H -1.26 -3.48 0.85 0.00
H -0.89 0.51 4.82 0.00
H 0.31 2.08 6.31 0.00
H 2.62 2.74 5.78 0.00
H 3.72 1.90 3.73 0.00
H 2.52 0.31 2.26 0.00
H 1.84 -2.33 3.77 0.00
H 1.77 -4.32 5.24 0.00
H -0.40 -5.34 5.83 0.00
H -2.49 -4.40 4.93 0.00
H -2.42 -2.43 3.42 0.00
C 2.38 2.91 0.40 0.02
C 2.15 2.35 -1.01 0.10
C 3.47 1.76 -1.53 0.02
C 1.73 3.50 -1.95 0.05
C 1.07 1.30 -1.03 0.66
H 3.08 3.74 0.38 0.00
H 2.79 2.14 1.05 0.00
H 1.44 3.25 0.84 0.01
H 4.25 2.52 -1.49 0.00
H 3.36 1.42 -2.55 0.00
H 3.78 0.91 -0.92 0.00
H 2.50 4.27 -1.96 0.01
H 0.80 3.95 -1.62 0.00
H 1.59 3.13 -2.96 0.00
H 1.03 0.76 -1.99 0.05
N -1.07 2.75 0.26 0.04
C -1.20 3.91 0.10 0.07
C -1.28 5.26 -0.19 0.01
C -2.37 5.75 -0.94 0.00
C -2.41 7.07 -1.31 0.00
C -1.38 7.93 -0.96 0.00
C -0.30 7.46 -0.22 0.00
C -0.24 6.14 0.17 0.00
H -3.16 5.07 -1.22 0.00
H -3.24 7.44 -1.89 0.00
H -1.41 8.97 -1.26 0.00
H 0.51 8.12 0.04 0.00
H 0.60 5.76 0.72 0.00
C -1.95 0.19 -2.60 0.01
C -3.19 -0.14 -3.48 0.00
N -4.31 -0.51 -2.64 0.00
C -4.68 0.61 -1.79 0.00
C -3.45 1.07 -0.97 0.01
N -2.34 0.15 -1.19 0.11
C -2.78 -1.21 -0.86 0.00
C -3.93 -1.63 -1.81 0.00
H -1.56 1.18 -2.82 0.00
H -1.17 -0.56 -2.75 0.00
H -2.98 -0.97 -4.15 0.00
H -3.49 0.72 -4.09 0.00
H -5.49 0.29 -1.14 0.00
H -5.05 1.41 -2.44 0.00
H -3.69 1.08 0.10 0.00
H -3.13 2.07 -1.26 0.00
H -3.12 -1.22 0.18 0.00
H -1.93 -1.88 -0.97 0.00
H -4.81 -1.96 -1.25 0.00
H -3.62 -2.45 -2.47 0.00
```

E_HOMO (alpha / beta): -5.69 / -7.52 eV
HOMO-LUMO gap (alpha / beta): 5.2881 / 6.7242 eV
spin multiplicity: 5

<b>
Formula: C43H47N3OsP2S2
Source: OMol25
Level of theory: ωB97M-V/def2-TZVPD

The geometry in XYZ format:
```
98
Properties=species:S:1:pos:R:3:lowdin_spin:R:1
Os 0.05 0.41 -0.93 2.39
S 2.64 -1.13 -0.10 0.13
P 1.38 -1.34 1.41 0.03
C -0.08 -0.41 1.09 0.16
P -0.26 1.20 1.75 0.04
S 0.47 2.48 0.35 0.06
C -2.08 1.40 1.91 0.01
C -2.60 2.54 2.52 0.00
C -3.97 2.66 2.71 0.00
C -4.82 1.65 2.28 0.00
C -4.30 0.52 1.65 0.00
C -2.93 0.40 1.46 0.01
C 0.20 1.77 3.42 0.00
C -0.48 1.22 4.50 0.00
C -0.26 1.70 5.78 0.00
C 0.65 2.74 5.98 0.00
C 1.34 3.27 4.91 0.00
C 1.12 2.79 3.62 0.00
C 2.24 -1.13 3.00 0.00
C 3.35 -0.30 3.05 0.00
C 4.00 -0.09 4.25 0.00
C 3.55 -0.72 5.40 0.00
C 2.44 -1.55 5.35 0.00
C 1.78 -1.76 4.15 0.00
C 0.82 -3.08 1.49 0.00
C -0.47 -3.41 1.11 0.00
C -0.87 -4.74 1.09 0.00
C 0.03 -5.74 1.44 0.00
C 1.33 -5.41 1.81 0.00
C 1.73 -4.08 1.83 0.00
H -1.93 3.32 2.85 0.00
H -4.37 3.53 3.20 0.00
H -5.89 1.74 2.43 0.00
H -4.96 -0.26 1.31 0.00
H -2.51 -0.47 0.98 0.00
H -1.20 0.43 4.33 0.00
H -0.81 1.28 6.61 0.00
H 0.81 3.11 6.98 0.00
H 2.05 4.07 5.07 0.00
H 1.64 3.22 2.78 0.00
H 3.69 0.17 2.13 0.00
H 4.86 0.57 4.29 0.00
H 4.06 -0.56 6.34 0.00
H 2.09 -2.04 6.25 0.00
H 0.92 -2.42 4.10 0.00
H -1.16 -2.62 0.84 0.00
H -1.88 -5.00 0.79 0.00
H -0.28 -6.77 1.42 0.00
H 2.03 -6.19 2.07 0.00
H 2.74 -3.81 2.11 0.00
C 2.96 -0.06 -3.36 0.04
C 1.90 1.06 -3.56 0.08
C 2.43 2.35 -2.93 0.01
C 1.71 1.25 -5.07 0.01
C 0.61 0.62 -2.90 0.66
H 3.89 0.23 -3.85 0.01
H 2.61 -1.00 -3.79 0.00
H 3.14 -0.22 -2.30 0.00
H 3.44 2.57 -3.31 0.00
H 2.48 2.24 -1.84 0.00
H 1.78 3.19 -3.16 0.00
H 2.65 1.53 -5.54 0.00
H 0.97 2.02 -5.27 0.00
H 1.36 0.31 -5.52 0.00
H -0.06 0.16 -3.64 0.05
N -0.31 -1.51 -1.63 0.03
C 0.21 -2.45 -2.03 0.04
C 0.92 -3.54 -2.58 0.00
C 1.02 -3.68 -3.97 0.01
C 1.79 -4.69 -4.50 0.00
C 2.47 -5.57 -3.67 0.01
C 2.35 -5.45 -2.29 0.00
C 1.58 -4.44 -1.74 0.01
H 0.49 -2.99 -4.61 0.00
H 1.87 -4.79 -5.58 0.00
H 3.09 -6.35 -4.10 0.00
H 2.87 -6.14 -1.64 0.00
H 1.50 -4.33 -0.66 0.00
C -2.87 2.80 -0.93 0.01
C -3.74 3.84 -1.67 0.00
N -3.69 3.60 -3.11 0.00
C -4.04 2.20 -3.38 0.00
C -2.98 1.26 -2.75 0.01
N -2.06 2.03 -1.90 0.09
C -1.33 3.01 -2.74 0.03
C -2.33 3.84 -3.58 0.00
H -3.49 2.10 -0.37 0.00
H -2.19 3.28 -0.23 0.00
H -3.39 4.85 -1.48 0.00
H -4.79 3.78 -1.35 0.00
H -4.10 2.07 -4.46 0.00
H -5.03 2.03 -2.96 0.00
H -2.38 0.76 -3.52 0.00
H -3.45 0.49 -2.13 0.00
H -0.64 2.45 -3.37 0.02
H -0.74 3.63 -2.07 0.00
H -2.28 3.57 -4.63 0.00
H -2.12 4.91 -3.49 0.00
```

E_HOMO (alpha / beta): -5.69 / -7.13 eV
HOMO-LUMO gap (alpha / beta): 5.4200 / 6.4495 eV
spin multiplicity: 5

<c>
Formula: C43H47N3OsP2S2
Source: OMol25
Level of theory: ωB97M-V/def2-TZVPD

The geometry in XYZ format:
```
98
Properties=species:S:1:pos:R:3:lowdin_spin:R:1
Os -0.42 0.09 0.10 2.16
S 0.74 -0.55 2.89 0.10
P 2.27 -0.19 1.67 0.07
C 1.60 -0.11 0.07 0.30
P 2.13 -0.21 -1.58 0.07
S 0.43 -0.14 -2.65 0.11
C 3.07 -1.70 -2.08 0.01
C 2.93 -2.15 -3.40 0.01
C 3.64 -3.27 -3.83 0.00
C 4.48 -3.95 -2.95 0.00
C 4.62 -3.51 -1.65 0.00
C 3.92 -2.39 -1.21 0.00
C 3.29 1.11 -2.03 0.01
C 4.52 1.19 -1.37 0.00
C 5.42 2.19 -1.68 0.00
C 5.11 3.12 -2.66 0.00
C 3.90 3.04 -3.34 0.00
C 2.99 2.04 -3.02 0.01
C 3.59 -1.44 1.93 0.01
C 3.25 -2.74 2.27 0.00
C 4.23 -3.71 2.41 0.00
C 5.57 -3.38 2.23 0.00
C 5.92 -2.07 1.91 0.00
C 4.93 -1.11 1.76 0.00
C 3.14 1.33 2.15 0.02
C 3.69 1.44 3.43 0.00
C 4.32 2.61 3.82 0.00
C 4.41 3.68 2.93 0.00
C 3.86 3.58 1.66 0.00
C 3.22 2.41 1.27 0.01
H 2.27 -1.63 -4.07 0.00
H 3.53 -3.61 -4.85 0.00
H 5.02 -4.83 -3.29 0.00
H 5.27 -4.03 -0.95 0.00
H 4.03 -2.06 -0.19 0.00
H 4.76 0.46 -0.60 0.00
H 6.37 2.25 -1.15 0.00
H 5.82 3.91 -2.91 0.00
H 3.66 3.77 -4.11 0.00
H 2.03 1.97 -3.53 0.00
H 2.21 -2.98 2.46 0.00
H 3.96 -4.73 2.68 0.00
H 6.34 -4.14 2.34 0.00
H 6.97 -1.80 1.79 0.00
H 5.21 -0.09 1.52 0.00
H 3.60 0.61 4.12 0.00
H 4.74 2.70 4.81 0.00
H 4.91 4.60 3.23 0.00
H 3.92 4.42 0.97 0.00
H 2.78 2.32 0.29 0.01
C -0.15 4.48 0.98 0.01
C -0.48 3.31 0.05 0.10
C -1.97 3.39 -0.33 0.04
C 0.32 3.46 -1.25 0.02
C -0.22 2.00 0.80 0.72
H -0.33 5.44 0.47 0.00
H 0.89 4.44 1.29 0.00
H -0.78 4.45 1.88 0.00
H -2.22 4.38 -0.73 0.01
H -2.61 3.20 0.54 0.00
H -2.21 2.65 -1.10 0.00
H 0.08 4.41 -1.74 0.00
H 0.09 2.64 -1.94 0.00
H 1.39 3.44 -1.06 0.00
H -0.15 2.10 1.87 0.05
N -2.42 0.18 0.09 0.03
C -3.55 0.21 0.08 0.03
C -5.00 0.26 0.07 0.00
C -5.66 1.02 -0.89 0.00
C -7.05 1.08 -0.88 0.00
C -7.77 0.37 0.07 0.00
C -7.11 -0.39 1.02 0.00
C -5.72 -0.45 1.02 0.00
H -5.09 1.56 -1.63 0.00
H -7.56 1.67 -1.63 0.00
H -8.85 0.42 0.07 0.00
H -7.67 -0.94 1.76 0.00
H -5.19 -1.03 1.76 0.00
C -1.39 -2.82 1.16 0.00
C -1.50 -4.37 1.12 0.00
N -1.17 -4.88 -0.21 0.00
C 0.24 -4.57 -0.49 0.00
C 0.51 -3.05 -0.31 0.01
N -0.77 -2.33 -0.10 0.02
C -1.67 -2.66 -1.22 0.00
C -2.00 -4.18 -1.20 0.00
H -0.79 -2.47 1.99 0.00
H -2.37 -2.35 1.24 0.00
H -2.52 -4.69 1.38 0.00
H -0.82 -4.82 1.84 0.00
H 0.46 -4.89 -1.51 0.00
H 0.86 -5.16 0.18 0.00
H 0.98 -2.64 -1.19 0.00
H 1.15 -2.85 0.54 0.00
H -1.17 -2.36 -2.14 0.00
H -2.58 -2.07 -1.13 0.00
H -1.82 -4.63 -2.18 0.00
H -3.05 -4.35 -0.95 0.00
```

E_HOMO (alpha / beta): -5.84 / -7.12 eV
HOMO-LUMO gap (alpha / beta): 5.8904 / 6.5330 eV
spin multiplicity: 5

It is <c> that is the most stable of them.

<a>
Formula: CHNO2S
Source: OMol25
Level of theory: ωB97M-V/def2-TZVPD

The geometry in XYZ format:
```
6
Properties=species:S:1:pos:R:3:lowdin_charge:R:1
N 1.12 0.03 -0.22 0.20
C 0.50 -0.89 0.10 -0.52
O -0.28 -1.75 0.23 0.11
H 1.91 0.62 0.07 0.13
O -1.11 1.32 0.34 -0.68
S -2.15 0.67 -0.53 0.76
```

SMILES string: N=C=O.O=S
E_HOMO (alpha / beta): -9.22 / -9.26 eV
HOMO-LUMO gap (alpha / beta): 7.7271 / 7.7756 eV
spin multiplicity: 1

<b>
Formula: CHNO2S
Source: OMol25
Level of theory: ωB97M-V/def2-TZVPD

The geometry in XYZ format:
```
6
Properties=species:S:1:pos:R:3:lowdin_charge:R:1
N 2.04 1.70 0.20 0.11
C 1.60 0.65 0.05 -0.58
S 0.78 -0.83 -0.09 0.98
O -0.62 -0.26 0.56 -0.54
O -1.63 -0.18 -0.40 -0.14
H -2.18 -1.09 -0.32 0.18
```

SMILES string: N#CSOO
E_HOMO: -10.27 eV
HOMO-LUMO gap: 9.9377 eV
spin multiplicity: 1

It is <a> that is the most stable of them.

<a>
Formula: C7H18
Source: OMol25
Level of theory: ωB97M-V/def2-TZVPD

The geometry in XYZ format:
```
25
Properties=species:S:1:pos:R:3:lowdin_charge:R:1
C 1.71 -2.65 0.38 -0.07
C 0.96 -1.31 0.27 -0.45
C 0.65 -0.53 1.56 -0.09
C 1.62 -0.25 -0.63 -0.11
H 1.16 -3.29 1.01 0.06
H 2.71 -2.54 0.70 0.07
H 1.81 -3.06 -0.58 0.05
H -0.20 -1.49 -0.30 0.16
H 1.53 0.14 1.74 0.10
H -0.31 -0.14 1.51 -0.01
H 0.44 -1.27 2.37 0.09
H 0.85 0.25 -1.18 0.02
H 2.28 0.32 -0.05 0.04
H 2.34 -0.58 -1.52 0.12
C -2.00 0.43 0.11 -0.14
C -2.08 1.85 -0.52 -0.32
C -0.75 2.34 -1.05 -0.14
H -2.98 -0.07 0.07 0.07
H -1.77 0.71 1.13 0.05
H -1.26 -0.41 -0.11 0.04
H -2.98 1.77 -1.27 0.12
H -2.59 2.59 0.21 0.11
H -0.68 3.30 -1.52 0.05
H 0.14 2.31 -0.38 0.07
H -0.59 1.58 -1.94 0.10
```

SMILES string: CC(C)C.CCC
E_HOMO: -10.26 eV
HOMO-LUMO gap: 11.3549 eV
spin multiplicity: 1

<b>
Formula: C7H18
Source: OMol25
Level of theory: ωB97M-V/def2-TZVPD

The geometry in XYZ format:
```
25
Properties=species:S:1:pos:R:3:lowdin_charge:R:1
C 1.90 0.25 -1.51 -0.10
C 1.21 1.60 -1.29 -0.48
C -0.20 1.49 -1.87 -0.09
C 1.19 2.03 0.17 -0.08
H 1.51 -0.55 -0.88 0.07
H 2.98 0.31 -1.29 0.07
H 1.88 0.00 -2.57 0.07
H 1.83 2.25 -1.92 0.12
H -0.27 0.85 -2.75 0.07
H -0.86 0.99 -1.14 0.05
H -0.75 2.43 -1.99 0.07
H 0.74 3.01 0.26 0.08
H 0.61 1.33 0.78 0.06
H 2.20 1.93 0.58 0.08
C -1.87 -1.65 0.27 -0.13
C -1.60 -1.23 1.71 -0.32
C -0.38 -1.98 2.33 -0.11
H -2.11 -0.84 -0.41 0.05
H -2.70 -2.36 0.21 0.07
H -1.05 -2.23 -0.17 0.07
H -1.36 -0.16 1.66 0.08
H -2.49 -1.30 2.33 0.09
H -0.68 -3.02 2.39 0.07
H 0.49 -1.65 1.78 0.06
H -0.23 -1.49 3.30 0.07
```

SMILES string: CC(C)C.CCC
E_HOMO: -11.15 eV
HOMO-LUMO gap: 12.2503 eV
spin multiplicity: 1

It is <b> that is the most stable of them.